Entry 1:
{"formula": "C5H10NO8", "method": "wB97M-V/def2-TZVPD", "e_above_lowest_kcal_mol": 0.0, "multiplicity": 2, "gap_ev": [9.4447, 7.4204], "largest_force_ev_per_a": 3.632, "elements": ["C", "O", "O", "H", "H", "C", "O", "H", "H", "H", "N", "O", "O", "H", "H", "H", "O", "H", "O", "C", "O", "C", "C", "H"], "positions_angstrom": [[-0.8712, 0.1191, -0.5208], [4.2666, -0.2794, -0.2921], [-4.3087, -0.9353, -0.8904], [0.0494, 2.8705, -0.6819], [1.0306, -1.9034, -0.5189], [0.7672, -1.5463, 0.4779], [1.6217, 1.9214, 0.6895], [-0.0459, -2.1615, 0.8793], [1.6229, -1.6300, 1.1509], [-0.5081, -0.0549, -1.5503], [4.0285, 0.2847, 0.7720], [-1.2339, 1.5124, -0.3139], [-0.4334, 2.2707, -1.3014], [-1.8792, -1.7848, -0.4439], [-4.9154, -0.3802, -1.4140], [1.6044, 0.8237, -1.0450], [-3.0240, -0.4061, -1.3882], [0.6237, 0.6609, 2.2302], [4.8121, 0.7623, 1.5837], [1.2931, 0.9792, 0.0075], [-0.1327, 0.2102, 1.8081], [-2.1224, -0.7135, -0.3420], [0.2925, -0.1139, 0.4595], [-2.5376, -0.5058, 0.6441]], "forces_ev_per_angstrom": [[-0.106, 0.863, -0.091], [-1.082, 1.241, 2.321], [0.570, 0.490, -0.668], [-0.512, -0.413, -0.622], [0.107, -0.086, 0.022], [0.311, -0.092, -0.194], [0.030, -0.706, -0.246], [0.241, 0.117, -0.096], [-0.007, -0.143, -0.133], [-0.103, 0.430, 0.290], [3.581, -0.261, -0.543], [0.341, -0.196, -1.570], [-0.366, 0.148, 1.298], [0.081, 0.272, 0.384], [0.281, -0.191, 0.228], [0.388, 0.257, 0.245], [-0.810, -0.012, 0.606], [-0.531, 0.001, -0.242], [-2.358, -1.033, -1.728], [-0.060, -0.785, -0.061], [0.473, -0.164, -0.798], [0.360, -0.514, 0.253], [-0.545, 0.808, 1.426], [-0.283, -0.033, -0.078]]}



Entry 2:
{"formula": "C32H60N2O14", "method": "wB97M-V/def2-TZVPD", "e_above_lowest_kcal_mol": 0.0, "smiles": "O=[N+]([O-])c1ccccc1.O=[N+]([O-])c1ccccc1.COCCOC.COCCOC.COCCOC.COCCOC.COCCOC", "gap_ev": 8.5730, "largest_force_ev_per_a": 2.132, "elements": ["H", "O", "C", "H", "O", "C", "C", "H", "H", "C", "H", "H", "O", "O", "H", "C", "H", "H", "H", "H", "O", "H", "H", "H", "H", "H", "C", "H", "C", "C", "H", "C", "N", "H", "H", "C", "C", "C", "O", "H", "H", "H", "H", "H", "O", "C", "H", "H", "H", "H", "C", "O", "H", "H", "H", "H", "C", "H", "C", "H", "C", "O", "O", "H", "H", "C", "H", "O", "C", "O", "C", "H", "H", "H", "C", "C", "H", "H", "N", "C", "C", "C", "H", "H", "C", "H", "H", "H", "H", "C", "H", "H", "C", "H", "H", "H", "H", "C", "O", "H", "C", "H", "O", "H", "C", "H", "C", "H"], "positions_angstrom": [[0.2884, -20.4217, -6.2954], [14.5846, -18.6616, 0.9962], [15.9707, -18.5661, 1.2195], [2.8892, -15.7758, 1.9605], [2.4168, -12.6206, 2.9031], [-0.0191, -16.3185, 0.4792], [14.0692, -15.3009, 0.7672], [0.6158, -15.1025, 3.5797], [5.7959, -16.1415, 1.8124], [-3.0811, -18.0945, -0.4135], [14.7424, -15.1455, 4.0481], [3.7181, -18.3492, 0.8241], [13.6054, -16.0421, -1.3457], [4.4967, -17.1668, -0.7084], [-4.8770, -19.6240, 0.7197], [1.4022, -15.0590, 4.3382], [6.4731, -17.7141, -0.5899], [2.6511, -13.5162, 1.0483], [10.9573, -20.7481, 2.0335], [0.7756, -11.4535, 2.3836], [1.0407, -19.4734, -1.6628], [15.8631, -12.4251, 0.9722], [11.2861, -21.9378, 0.8008], [5.1245, -17.7171, 1.9426], [-4.6623, -18.1819, 1.7290], [0.6643, -21.0305, -0.2940], [15.3678, -13.6755, 2.5873], [0.0514, -16.1816, 1.5638], [1.8734, -11.4608, 2.3617], [14.1586, -15.6844, 2.0788], [-0.6878, -19.1581, -5.5216], [-5.0445, -18.5410, 0.7593], [9.3083, -13.1830, 1.2115], [9.0398, -17.4053, 2.1074], [14.1725, -18.8211, -0.9652], [-2.2615, -17.0471, 0.2659], [2.2563, -13.7439, 2.0538], [-0.3920, -20.2200, -5.4595], [2.6878, -15.3572, 3.8839], [1.3485, -14.0833, 4.8490], [-0.2900, -15.4385, -0.1009], [8.0067, -15.9723, 2.3076], [11.4203, -11.9237, 2.1867], [11.7038, -12.6705, -2.6518], [12.3482, -16.7151, 0.2296], [1.4371, -19.8670, -4.0523], [6.1703, -16.0442, -0.4201], [1.1833, -13.9689, 1.9350], [2.3255, -20.9874, -2.4316], [-6.1147, -18.3411, 0.7781], [12.4666, -11.4386, 0.3960], [9.1887, -12.7442, 2.3321], [0.9640, -16.6836, 0.1703], [-0.6238, -19.8088, -0.5496], [-2.5684, -16.8815, 1.3173], [14.7181, -13.8787, -0.7205], [8.1957, -16.8606, 1.7013], [12.0970, -19.3557, 0.1305], [14.2027, -19.4735, -0.0710], [2.7941, -19.3349, -2.5845], [11.7201, -21.4554, 1.6911], [-4.4675, -17.8750, -0.3181], [12.9428, -20.8048, 1.3704], [-2.8432, -18.0862, -1.4847], [4.0788, -14.5827, 2.6506], [10.5608, -12.9939, -0.8886], [-2.3999, -16.0540, -0.1899], [7.1028, -17.7626, 1.7794], [10.4586, -12.7230, 0.4594], [8.4852, -13.8939, 0.6407], [11.6137, -12.4598, -1.5961], [12.6440, -20.8394, -0.6253], [13.3105, -11.1743, -1.5515], [15.7508, -12.9656, 3.3079], [12.8817, -20.1182, 0.1717], [1.9089, -19.9873, -2.6183], [2.1902, -20.3521, -4.6929], [4.1273, -19.1788, -0.6617], [13.3158, -16.1024, -0.1751], [5.8954, -17.1643, 1.4112], [15.3763, -13.3561, 1.2370], [12.5078, -11.6111, -0.9680], [-2.8129, -19.1103, -0.0936], [16.4282, -19.5654, 1.2888], [14.7073, -14.1594, 0.3256], [16.1560, -18.0752, 2.1702], [13.6541, -16.5597, 2.4676], [8.3765, -16.5949, 0.6596], [2.2078, -11.3449, 1.3198], [3.0373, -14.8957, 2.5955], [-0.2953, -21.0464, -1.7740], [9.8370, -13.6494, -1.3537], [14.7763, -14.8653, 3.0038], [16.4427, -18.0556, 0.3669], [13.2586, -10.9256, 0.9202], [2.7121, -18.1206, -0.5765], [11.9205, -22.1926, 2.4618], [0.1610, -20.3848, -1.0261], [-0.9030, -17.4169, 0.1936], [2.2336, -10.6137, 2.9393], [3.7469, -18.2268, -0.2611], [14.9656, -20.2017, -0.3896], [0.2012, -20.5102, -4.2153], [1.3870, -18.7981, -4.3011], [5.7661, -17.0091, -0.1044], [-1.3155, -20.7882, -5.5410], [11.4406, -12.0139, 1.1059], [1.1496, -15.7670, 5.1358]], "forces_ev_per_angstrom": [[-0.096, -0.190, 0.021], [0.015, 0.106, 1.105], [0.131, -0.702, -0.646], [0.378, 0.286, -0.598], [0.306, -0.642, 0.133], [0.210, -1.729, -0.072], [0.739, 0.259, 0.044], [0.110, -0.119, -0.038], [0.321, -0.151, 0.271], [0.003, -0.610, -1.244], [0.111, 0.041, -0.002], [0.045, 0.165, 0.027], [0.722, 0.102, -0.690], [0.237, 1.610, 0.268], [-0.030, 0.021, -0.117], [-0.578, 0.200, 1.209], [-0.241, -0.208, 0.381], [-0.057, -0.059, 0.127], [0.133, 0.113, 0.156], [0.013, -0.105, -0.032], [-0.355, 0.066, 0.528], [-0.101, -0.125, -0.437], [0.231, -0.155, 0.143], [-0.163, -0.249, -0.509], [0.103, -0.064, -0.150], [0.143, 0.266, 0.019], [-0.320, -0.280, 0.099], [-0.317, 0.493, -0.088], [-0.094, 0.423, -0.451], [-0.775, -0.398, 1.123], [0.212, -0.116, 0.063], [-0.270, -0.064, 1.041], [-0.980, -0.113, -0.460], [0.292, 0.069, -0.056], [-0.505, -0.199, 0.000], [0.305, 1.012, 0.994], [-0.407, 0.624, -0.235], [-0.227, 0.569, 0.061], [0.077, 0.164, 0.464], [0.104, 0.025, -0.486], [-0.058, 0.220, 0.218], [0.005, 0.111, -0.093], [-0.182, 0.063, -0.151], [0.029, 0.021, -0.037], [0.108, -0.126, 0.559], [0.022, -0.153, 0.268], [-0.469, 0.167, 0.105], [0.194, 0.019, -0.014], [-0.616, -0.124, 0.352], [-0.012, -0.030, -0.262], [0.166, -0.052, 0.072], [-0.173, -0.275, 0.439], [-0.044, 0.250, -0.126], [0.119, 0.130, 0.137], [0.014, -0.348, -0.113], [-0.226, -0.195, 0.041], [-0.216, -0.557, 0.016], [-0.135, 0.064, 0.379], [0.949, 0.578, -1.820], [-0.026, -0.113, 0.017], [0.013, 0.300, -0.491], [0.030, 0.188, -0.194], [-0.481, -0.675, 1.026], [0.026, 0.124, 0.111], [0.138, -0.255, -0.123], [-0.456, -0.587, -0.092], [-0.133, -0.250, -0.298], [0.240, 0.124, 0.235], [0.516, -0.092, -0.522], [0.627, 0.326, 0.415], [-0.173, 0.308, -0.340], [0.185, 0.197, -0.257], [-0.028, 0.047, 0.051], [0.246, -0.134, 0.032], [-0.460, 0.054, -0.639], [1.312, 0.308, -0.514], [0.044, 0.220, -0.051], [-0.021, -0.028, 0.006], [-1.232, -0.061, -0.234], [-0.541, 0.965, 0.379], [-0.143, 0.176, 0.542], [0.719, -0.218, -0.602], [-0.026, 0.161, 0.352], [-0.121, 0.076, -0.027], [0.548, 0.446, -0.538], [-0.123, 0.336, -0.105], [0.015, -0.170, -0.464], [0.229, 0.231, 0.018], [-0.122, 0.151, 0.072], [-0.176, -0.543, 0.212], [-0.026, 0.108, 0.102], [-0.036, 0.119, -0.022], [0.207, 0.441, -0.066], [0.161, 0.190, 0.323], [-0.049, 0.210, -0.016], [0.030, 0.132, -0.258], [0.011, -0.014, 0.032], [-0.119, -0.619, -0.716], [0.150, 0.618, -0.051], [0.020, 0.026, 0.066], [-0.563, -1.491, 0.341], [0.033, -0.189, 0.805], [-0.294, -0.041, -0.168], [-0.240, -0.083, -0.143], [0.889, -0.894, -0.989], [0.153, -0.259, -0.065], [0.041, 0.239, 1.244], [0.103, -0.205, -0.335]]}